## one
Below is a single C2H5PS molecule, with properties calculated with the ωB97M-V functional and the def2-TZVPD basis.

The value obtained for the LUMO energy is -1.1 eV.

Cartesian coordinates (Å):
C1 0.2704 0.5372 0.9406
C2 -0.9169 0.7103 0.1730
P1 1.6439 -0.4668 0.1110
S1 3.3372 0.4161 -0.1253
H1 -1.6350 1.4647 0.5345
H2 -0.8125 0.4506 -0.9854
H3 -1.3660 -0.2016 0.5106
H4 1.4465 -1.2793 -0.9502
H5 1.5814 -1.4458 1.1559

---

## two
Below is 2 unconnected molecules or ions with the total composition C2H5PS, with properties calculated with the ωB97M-V functional and the def2-TZVPD basis.

The value obtained for the LUMO energy is -1.4 eV.

Cartesian coordinates (Å):
C1 -1.4107 0.4008 0.1482
C2 1.6134 -0.8716 -0.1374
P1 -2.0944 1.8836 0.1835
S1 1.1720 0.6720 0.7860
H1 -1.1010 -0.5621 0.5246
H2 0.7080 -0.9400 -0.7485
H3 1.7920 -1.5886 0.6056
H4 2.5296 -0.6788 -0.7555
H5 -3.2088 1.6847 -0.6064

---

Which of them is least stable? Easy: two.

---

## one
Below is a molecular structure, C6H14N2S2, with properties calculated with the ωB97M-V functional and the def2-TZVPD basis.

The net charge is +2. The value obtained for the LUMO energy is -9.0 eV.

Cartesian coordinates (Å):
C1 4.2281 0.3167 0.5120
C2 -1.6885 0.8311 -1.1507
C3 -2.6325 -0.4796 -1.0210
C4 -2.2018 0.4392 1.1053
C5 -1.0401 0.9175 0.2316
C6 0.0971 -0.0964 0.2175
N1 -2.4199 -0.9154 0.4710
N2 -0.0880 -1.3251 0.1057
S1 5.8737 0.5266 0.4631
S2 3.4822 -0.7325 -0.5117
H1 1.1789 0.1228 -0.0518
H2 -1.0179 0.5813 -1.9480
H3 -2.3555 1.5669 -1.5012
H4 -3.6234 -0.3210 -1.2914
H5 -2.2313 -1.3083 -1.6692
H6 -2.0792 0.4354 2.2162
H7 -3.0779 1.0114 0.9462
H8 -0.7349 1.8861 0.4454
H9 -3.1248 -1.4953 0.8894
H10 -1.3537 -1.3519 0.4798
H11 6.0875 1.6390 1.2548
H12 0.6425 -1.9180 -0.1892
H13 3.5648 0.6941 1.2904
H14 4.5144 -1.0245 -1.2941

---

## two
Below is a molecular structure, C6H14N2S2, with properties calculated with the ωB97M-V functional and the def2-TZVPD basis.

The net charge is +2. The value obtained for the LUMO energy is -9.7 eV.

Cartesian coordinates (Å):
C1 -0.0841 1.2631 -1.8602
C2 0.1040 0.8519 -0.3972
C3 -0.3299 1.4796 0.7191
C4 0.0533 1.1374 2.1182
C5 0.7590 -3.0031 -0.7678
C6 -0.0847 -1.7702 -0.5019
N1 -0.9469 2.8184 0.4266
N2 0.7474 -0.5073 -0.5160
S1 0.7214 0.5817 -3.1152
S2 -1.0567 -1.7752 1.1329
H1 -0.7386 2.0046 -1.9831
H2 -0.7544 1.4641 2.7711
H3 0.2248 0.1306 2.4080
H4 0.9286 1.5666 2.3941
H5 1.6666 -2.7711 -0.4119
H6 0.9679 -3.1552 -1.7732
H7 0.2811 -3.9640 -0.3886
H8 -0.6589 -1.7252 -1.4174
H9 -0.5780 3.3221 -0.4397
H10 -0.8132 3.3541 1.2973
H11 -2.0420 2.7720 0.2537
H12 0.9539 -0.4051 -1.6896
H13 1.4487 -0.6204 0.1835
H14 -0.7692 -3.0495 1.5572

---

Which of them is least stable? Easy: two.

---

## one
Below is a single C4H7N3 molecule, with properties calculated with the ωB97M-V functional and the def2-TZVPD basis.

The SMILES is [H]/N=C1/C[C@@H]2CN2N1. The value obtained for the LUMO energy is 0.9 eV.

Cartesian coordinates (Å):
C1 1.0105 0.0404 0.0573
C2 0.2934 1.4347 0.0046
C3 -1.1747 0.7777 -0.2157
C4 -1.5002 -0.4175 0.7615
H1 2.2650 -1.2503 0.2577
H2 0.6439 2.0235 -1.0346
H3 0.4241 2.0366 0.9525
H4 -1.8862 1.4011 -0.8462
H5 -1.0817 -0.6643 1.6150
H6 -2.5109 -0.5200 0.9768
H7 0.4734 -1.6215 -1.1945
N1 2.2335 -0.1166 0.2396
N2 -0.9907 -0.5919 -0.6290
N3 0.1712 -1.0654 -0.2354

---

## two
Below is a single C4H7N3 molecule, with properties calculated with the ωB97M-V functional and the def2-TZVPD basis.

The SMILES is CCc1c[nH]nn1. The value obtained for the LUMO energy is 0.9 eV.

Cartesian coordinates (Å):
C1 0.1330 -1.6456 -1.5173
C2 -0.3388 -0.2585 -1.0315
C3 -0.1539 0.1566 0.3593
C4 -0.4977 1.3962 0.8732
N1 0.2187 1.4387 2.0231
N2 0.9792 0.3679 2.1856
N3 0.7907 -0.4111 1.1597
H1 0.8878 -1.5192 -2.2971
H2 0.5797 -2.2412 -0.7137
H3 -0.6628 -2.2686 -1.9647
H4 0.4651 0.7321 -0.8321
H5 -1.2352 0.1079 -1.5479
H6 -1.1258 2.1936 0.4932
H7 0.2451 2.1637 2.7179

---

## three
Below is a single C4H7N3 molecule, with properties calculated with the ωB97M-V functional and the def2-TZVPD basis.

The SMILES is Cc1cn(C)nn1. The value obtained for the LUMO energy is 0.8 eV.

Cartesian coordinates (Å):
C1 -1.8676 1.3794 -0.3977
N1 -0.8058 0.7911 0.3983
C2 -0.4176 -0.4919 0.2463
C3 0.9134 -0.5048 0.5487
C4 1.8617 -1.5234 -0.0020
N2 1.2607 0.7627 0.9354
N3 0.2285 1.5400 0.8155
H1 -1.9336 2.4455 -0.1990
H2 -2.8335 0.9037 -0.2097
H3 -1.5957 1.2453 -1.4480
H4 -1.0981 -1.2437 -0.1223
H5 2.8967 -1.2340 0.1659
H6 1.7011 -2.5434 0.3561
H7 1.6899 -1.5264 -1.0876

---

Which of them is least stable? Easy: one.

---

## one
Below is a single C4H7N3 molecule, with properties calculated with the ωB97M-V functional and the def2-TZVPD basis.

The SMILES is Nc1c[nH]c(N)c1. The value obtained for the LUMO energy is 1.1 eV.

Cartesian coordinates (Å):
N1 2.3529 -0.9247 0.0740
C1 1.0053 -0.5209 -0.0305
C2 0.4596 0.7243 -0.2043
C3 -0.9485 0.6050 0.0035
N2 -1.7840 1.7268 0.0518
C4 -1.2200 -0.7208 0.2386
N3 -0.0081 -1.4031 0.2113
H1 2.6637 -1.4904 -0.7105
H2 2.9436 -0.1009 0.1270
H3 0.9911 1.6407 -0.4318
H4 -2.6937 1.6139 0.4604
H5 -1.7596 2.3297 -0.7534
H6 -2.1511 -1.2475 0.3992
H7 0.1468 -2.3259 0.5858

---

## two
Below is a molecular structure, C4H7N3, with properties calculated with the ωB97M-V functional and the def2-TZVPD basis.

The value obtained for the LUMO energy is 0.9 eV.

Cartesian coordinates (Å):
C1 2.0034 0.4312 0.1237
C2 0.5602 0.3966 -0.2508
N1 0.2026 -1.9171 -0.0706
C3 -2.6374 0.8730 0.0992
N2 -0.1960 -0.6748 -0.4818
N3 -0.2178 1.5074 -0.2961
C4 -1.3767 0.9678 -0.2352
H1 0.7932 -1.9728 0.7524
H2 0.0884 -2.6237 -0.7867
H3 2.4084 1.4189 -0.1005
H4 2.5680 -0.3254 -0.4253
H5 2.1323 0.2527 1.1955
H6 -3.1403 1.6995 0.5862
H7 -3.1882 -0.0333 -0.1097

---

## three
Below is a single C4H7N3 molecule, with properties calculated with the ωB97M-V functional and the def2-TZVPD basis.

The value obtained for the LUMO energy (spin up / spin down) is -0.2 / -0.2 eV.

Cartesian coordinates (Å):
C1 -1.2240 -1.7234 0.7495
N1 -0.7178 -1.0727 -0.4508
C2 -0.1013 0.1866 -0.1780
N2 0.1675 0.9727 -1.3775
N3 1.2147 1.5991 -1.0338
C3 1.7436 1.2937 0.2204
C4 0.9843 0.3230 0.8383
H1 -0.3979 -1.8511 1.4511
H2 -2.0157 -1.1529 1.2650
H3 -1.6234 -2.7043 0.4818
H4 -1.4551 -0.9431 -1.1365
H5 1.5537 2.3259 -1.6614
H6 2.6544 1.8031 0.5133
H7 -0.7829 0.9436 0.3185

---

## four
Below is a molecular structure, C4H7N3, with properties calculated with the ωB97M-V functional and the def2-TZVPD basis.

The value obtained for the LUMO energy is 0.7 eV.

Cartesian coordinates (Å):
C1 1.0890 -0.4786 0.6971
C2 1.1183 0.8211 -0.0755
N1 -0.2654 1.2816 -0.1559
C3 -1.2034 0.3139 -0.3544
N2 -2.3802 0.4760 -0.7998
C4 -0.6525 -1.0281 0.0352
N3 -0.9223 -2.2228 0.0109
H1 0.3212 -1.7376 0.3641
H2 0.9530 -0.3328 1.7714
H3 1.9855 -1.0819 0.5152
H4 1.5550 0.6632 -1.0731
H5 1.7173 1.5763 0.4402
H6 -0.4619 2.1765 -0.5732
H7 -2.8537 -0.4269 -0.8023

---

Which of them is least stable? Easy: four.

---

## one
Below is a single C4H7N3 molecule, with properties calculated with the ωB97M-V functional and the def2-TZVPD basis.

The SMILES is [H]/N=C(\C#N)NCC. The value obtained for the LUMO energy is 0.8 eV.

Cartesian coordinates (Å):
C1 1.0410 -1.3531 1.3894
C2 0.9833 -0.2432 0.3508
N1 -0.3334 0.3710 0.2664
C3 -0.8492 0.6990 -0.9516
N2 -0.3032 0.3905 -2.0648
C4 -2.0814 1.4817 -0.9462
N3 -2.9833 2.1762 -1.1436
H1 0.3306 -2.1483 1.1429
H2 0.8133 -0.9841 2.3956
H3 2.0477 -1.7836 1.4141
H4 1.1899 -0.6397 -0.6448
H5 1.7429 0.5235 0.5543
H6 -0.7080 0.8341 1.0818
H7 -0.8902 0.6760 -2.8442

---

## two
Below is 2 unconnected molecules or ions with the total composition C4H7N3, with properties calculated with the ωB97M-V functional and the def2-TZVPD basis.

The value obtained for the LUMO energy is -0.3 eV.

Cartesian coordinates (Å):
C1 0.6103 -0.1418 0.1463
C2 -0.2152 1.1011 0.3661
C3 -1.6526 0.8569 -0.3348
C4 -0.2416 -1.3109 0.2196
H1 1.5553 -1.0586 -1.2517
H2 3.1458 -0.0538 -0.3056
H3 1.2308 -0.2699 0.9568
H4 -0.5963 0.9095 1.3847
H5 0.2635 1.9511 0.0296
H6 -2.2338 1.7753 -0.4119
H7 0.1673 -2.2138 0.9797
N1 1.6938 0.0151 -0.9187
N2 -2.2597 -0.2517 -0.6759
N3 -1.4675 -1.3087 -0.1841

---

Which of them is least stable? Easy: two.

---

## one
Below is a molecular structure, C4H7N3, with properties calculated with the ωB97M-V functional and the def2-TZVPD basis.

The value obtained for the LUMO energy is 0.7 eV.

Cartesian coordinates (Å):
C1 -0.1156 -2.3062 -0.2039
N1 -0.4810 -1.0113 -0.7653
C2 -0.0910 0.1388 -0.1115
N2 -0.7862 1.3731 -0.5021
N3 0.0681 2.2919 -0.0566
C3 1.1481 1.7274 0.6378
C4 1.1195 0.3471 0.6549
H1 0.9327 -2.2537 0.1034
H2 -0.7195 -2.5869 0.6759
H3 -0.2361 -3.0741 -0.9779
H4 -1.3960 -0.9558 -1.1999
H5 -0.2968 3.2359 0.0604
H6 1.8772 2.4244 1.0532
H7 -1.0234 0.6495 0.6316

---

## two
Below is a single C4H7N3 molecule, with properties calculated with the ωB97M-V functional and the def2-TZVPD basis.

The value obtained for the LUMO energy (spin up / spin down) is 0.3 / -0.7 eV.

Cartesian coordinates (Å):
C1 -0.7174 1.2855 -0.7366
C2 -1.0232 -1.1720 0.2147
N1 0.1141 -0.9494 0.8064
C3 1.2107 -0.3723 0.0631
N2 2.3911 -0.7097 0.3446
C4 0.6015 0.4908 -1.1053
N3 1.1611 0.4505 -2.1928
H1 -1.6229 0.9477 -1.2597
H2 -0.4982 2.2843 -1.1058
H3 -0.9618 1.3951 0.3306
H4 -1.0246 -1.3713 -0.8511
H5 -1.9436 -1.1562 0.7837
H6 0.1260 -0.7731 1.8068
H7 3.0187 -0.1682 -0.2562

---

Which of them is least stable? Easy: one.

---

## one
Below is 2 unconnected molecules or ions with the total composition C2H6OS, with properties calculated with the ωB97M-V functional and the def2-TZVPD basis.

The SMILES is C=CO.S. The value obtained for the LUMO energy is 0.9 eV.

Cartesian coordinates (Å):
S1 -3.3536 2.5767 0.7310
H1 -2.1170 2.4527 0.2340
H2 -3.0621 3.7125 1.3622
C1 0.5551 -0.4954 -0.1496
C2 1.2987 -1.5853 -0.1758
O1 2.4840 -1.6266 -0.8726
H3 -0.3105 -0.5064 0.5002
H4 0.9024 0.4129 -0.6202
H5 1.0888 -2.4987 0.3771
H6 2.5142 -2.4423 -1.3863

---

## two
Below is 2 unconnected molecules or ions with the total composition C2H6OS, with properties calculated with the ωB97M-V functional and the def2-TZVPD basis.

The SMILES is C=O.CS. The value obtained for the LUMO energy is 0.6 eV.

Cartesian coordinates (Å):
C1 1.7716 0.4710 -0.7706
S1 1.6785 -1.1536 0.1330
H1 0.7915 0.8951 -0.4403
H2 1.8051 0.3572 -1.8587
H3 2.6098 1.0891 -0.4564
H4 0.9968 -1.8327 -0.8065
O1 -2.3821 -0.2921 -0.0824
C2 -2.4035 -0.0373 1.1110
H5 -1.4684 0.5490 1.6022
H6 -3.3992 -0.0457 1.5688

---

Which of them is least stable? Easy: two.

---

## one
Below is 2 unconnected molecules or ions with the total composition C12H17N, with properties calculated with the ωB97M-V functional and the def2-TZVPD basis.

The multiplicity is 2. The net charge is +1. The value obtained for the LUMO energy (spin up / spin down) is -3.9 / -7.5 eV.

Cartesian coordinates (Å):
C1 2.2643 1.5891 2.4597
C2 1.4070 0.9434 -1.2192
C3 1.7486 0.4195 0.1540
C4 1.8447 1.5374 1.0387
C5 1.7764 2.6841 0.2728
C6 1.1890 0.1497 -2.3615
C7 1.3725 -1.2163 -2.1446
C8 1.6414 -1.7510 -0.8620
C9 1.6663 -0.8975 0.2032
N1 1.6138 2.2662 -1.0890
H1 0.9281 0.6318 -3.3174
H2 1.1618 -1.9492 -2.9770
H3 1.2011 2.9481 -1.5982
H4 1.7858 -2.7930 -0.6807
H5 1.9403 3.6290 0.7012
H6 1.6591 -1.2613 1.2310
H7 3.2549 2.0739 2.7497
H8 2.3163 0.6305 3.0282
H9 1.4308 2.1458 3.0544
C10 -3.1856 -0.8259 -0.2801
C11 -2.4520 -2.1785 -0.4859
C12 -3.0694 -0.1258 1.1116
H10 -4.3466 -1.0219 -0.5769
H11 -2.7330 -0.0620 -1.0029
H12 -2.1936 -2.8220 0.3767
H13 -3.1952 -2.9056 -1.0259
H14 -2.2088 0.5106 1.3140
H15 -3.4106 -0.9333 1.9380
H16 -1.5536 -2.0337 -1.1449
H17 -3.8538 0.6175 1.1331

---

## two
Below is 2 unconnected molecules or ions with the total composition C12H17N, with properties calculated with the ωB97M-V functional and the def2-TZVPD basis.

The multiplicity is 2. The net charge is +1. The value obtained for the LUMO energy (spin up / spin down) is -3.8 / -7.2 eV.

Cartesian coordinates (Å):
C1 -1.4246 -0.5489 2.9467
C2 -0.6057 -1.1133 0.5237
C3 -0.4369 -0.6662 1.8971
C4 0.7259 -1.2119 0.0105
C5 0.8701 -0.2618 2.0391
C6 -1.7183 -1.2894 -0.2733
C7 -1.4952 -1.6269 -1.6286
C8 -0.1887 -1.6031 -2.0525
C9 1.0006 -1.5811 -1.3086
N1 1.5610 -0.4958 0.8798
H1 -2.6850 -1.3522 0.2120
H2 -2.2209 -1.9328 -2.3611
H3 -0.0295 -1.8428 -3.1062
H4 -2.2244 -1.2919 2.9532
H5 -1.9385 0.4260 2.9884
H6 1.4224 0.0935 2.8939
H7 2.5482 -0.7251 0.9227
H8 1.9586 -1.6431 -1.7941
H9 -0.9689 -0.5958 3.9410
C10 0.1482 3.1693 -1.0408
C11 -0.1405 1.8467 -1.7030
C12 1.4594 3.1911 -0.2108
H10 -0.6279 3.5364 -0.3603
H11 0.3015 4.0153 -1.7173
H12 -0.4329 1.9007 -2.7571
H13 0.7221 1.1826 -1.6260
H14 1.3622 3.5625 0.8065
H15 2.3610 3.4854 -0.7427
H16 -0.9894 1.2992 -1.2854
H17 1.6955 2.1282 0.0251

---

Which of them is least stable? Easy: one.